[1]
Below is 2 unconnected molecules or ions with the total composition C27H21BrF13NO3 at a distorted geometry, with properties calculated with ωB97M-V/def2-TZVPD.

Results
ΔE to the lowest compared entry with this formula, charge and spin	283.0	kcal per mole
F_max	5.5	eV/A
orbital gap	7.2	eV
structure (SMILES)	Cc1ccccc1CN1C(=O)c2cc(CCC(F)(F)C(F)(F)C(F)(F)C(F)(F)C(F)(F)C(F)(F)F)cc(Br)c2C1=O.CC(C)=O
electronic energy	-5193.788886	Ha
multiplicity	1
HOMO energy	-8.45	eV

Last column: Mulliken charge in e.
Atoms and positions in Å:
C -0.2368 2.6867 2.9660  -0.909
C -0.5412 1.2530 3.6130  0.681
C -0.4823 1.1185 5.1742  -0.438
C -0.7313 -0.2507 5.8819  -0.531
C -1.0687 -1.4521 4.9469  -0.471
C -1.1344 -1.3190 3.3820  -0.546
C -0.8642 0.0477 2.6566  0.100
C -0.8692 0.2438 1.0749  -0.192
N -2.1880 0.6754 0.5011  -0.060
C -2.3688 -0.3165 -0.6091  0.131
O -3.0605 -1.3604 -0.6030  -0.550
C -1.4582 0.3328 -1.7483  0.454
C -0.7205 -0.2697 -2.9657  -0.355
C 0.0811 0.7094 -3.8809  0.356
C 0.9262 0.1940 -5.1632  -0.686
C 2.4750 0.2101 -4.7200  -0.956
C 3.2870 -1.1294 -5.0689  0.614
F 4.6048 -0.6882 -5.4780  -0.341
F 2.7677 -1.8351 -6.2030  -0.288
C 3.5471 -2.0869 -3.7937  0.510
F 4.1171 -1.2252 -2.7873  -0.292
F 4.5731 -2.9934 -4.1513  -0.306
C 2.2295 -2.7565 -3.1788  0.991
F 1.1029 -2.7409 -4.0656  -0.323
F 1.8329 -1.9375 -2.0636  -0.296
C 2.3835 -4.2673 -2.6714  0.270
F 1.0530 -4.6981 -2.3212  -0.284
F 2.7802 -5.1702 -3.7164  -0.282
C 3.2593 -4.4608 -1.3410  0.617
F 2.4050 -4.0822 -0.2465  -0.276
F 4.4250 -3.6677 -1.2759  -0.247
C 3.7021 -5.9822 -1.0415  0.596
F 5.0233 -6.1641 -1.5073  -0.215
F 3.7648 -6.0996 0.3868  -0.243
F 2.7915 -6.9546 -1.4850  -0.208
C 0.1478 2.2585 -3.5844  -0.272
C -0.6066 2.8668 -2.3440  -0.520
Br -0.6094 4.7967 -1.8982  -0.127
C -1.3728 1.8623 -1.4549  0.246
C -2.2209 2.0330 -0.1161  0.322
O -2.8014 3.0673 0.3083  -0.518
H -1.1603 3.0816 2.4187  -0.100
H 0.0075 3.4039 3.8402  0.338
H 0.6465 2.6241 2.2413  0.335
H -0.2194 2.0647 5.7657  0.205
H -0.6494 -0.3143 7.0166  0.323
H -1.2442 -2.4621 5.4659  0.282
H -1.3881 -2.2597 2.7871  0.326
H -0.0354 0.9915 0.7969  0.312
H -0.5384 -0.7652 0.6135  0.420
H -0.7761 -1.3923 -3.1287  0.413
H 0.7394 0.9928 -5.9782  0.432
H 0.5504 -0.7977 -5.5777  0.376
H 2.9886 1.0520 -5.3244  0.407
H 2.5435 0.5295 -3.6257  0.447
H 0.7448 2.9907 -4.2270  0.313
C -3.3546 4.5356 3.9584  -0.826
C -3.8238 3.8278 5.1942  0.830
O -3.0440 3.5200 6.0725  -0.551
C -5.2920 3.5124 5.3015  -1.125
H -2.2759 4.6925 4.0239  0.159
H -3.5683 3.9227 3.0796  0.158
H -3.8459 5.5072 3.8709  0.416
H -5.5924 2.8580 4.4804  0.310
H -5.8733 4.4369 5.2806  0.331
H -5.4839 2.9995 6.2464  0.311

Atomic forces in eV per Å
-0.3 -0.6 1.0
-0.4 -2.1 0.9
-0.6 -2.9 -2.2
-0.1 0.9 -4.8
0.7 2.9 -0.9
0.7 2.7 1.9
0.0 -0.4 4.5
1.7 -0.3 1.7
-1.1 -0.6 -0.5
-0.9 -1.2 -1.0
3.1 4.4 0.1
1.8 2.1 -2.7
-0.3 3.8 1.1
-1.4 1.0 1.9
-0.8 1.2 0.9
-0.1 0.4 -1.1
1.0 1.2 -1.0
-2.5 -1.2 0.9
1.0 1.3 2.8
2.1 1.2 -0.4
-1.3 -2.1 -2.2
-2.6 1.3 1.0
-1.7 0.6 0.8
3.0 0.0 1.6
0.9 -2.1 -2.5
-1.9 -1.9 -0.5
3.0 1.1 -0.7
-0.5 2.6 2.5
-0.2 0.6 1.9
2.0 -0.6 -2.7
-2.8 -1.5 -0.5
0.9 -1.0 2.0
-3.6 -0.1 0.7
-0.1 0.1 -3.6
2.6 2.5 0.7
-2.1 -1.7 2.7
-0.3 -4.3 -0.8
0.1 -2.2 -0.6
0.6 -1.3 -1.7
0.0 2.5 -0.2
2.5 -4.7 -1.5
1.3 -0.5 0.7
-0.3 -1.1 -1.6
-1.2 0.2 1.0
-0.5 -1.7 -0.9
-0.2 -0.1 -1.9
0.2 1.7 -1.2
0.4 1.5 0.9
-1.3 -1.1 0.4
-0.7 1.6 0.7
0.2 1.8 0.0
0.5 -1.4 1.2
0.6 1.3 0.8
-0.6 -1.6 1.0
0.2 -0.9 -1.5
-1.0 -1.4 0.9
0.4 0.1 -0.1
0.4 -0.2 0.5
-0.2 0.1 -0.2
0.0 -0.2 0.4
-0.2 0.0 0.0
-0.1 0.2 -0.1
-0.1 -0.1 -0.2
-0.1 0.2 -0.1
0.0 -0.1 -0.2
0.1 0.1 -0.1



[2]
Below is C14H22Cl2O3 in the gas phase at a distorted geometry, with properties calculated with ωB97M-V/def2-TZVPD.

Results
F_max	5.2	eV/A
orbital gap	8.5	eV
structure (SMILES)	CC(C)=CCC[C@@H](C)CCOC(=O)O/C(Cl)=C(/C)Cl
electronic energy	-1692.546347	Ha
multiplicity	1
HOMO energy	-8.07	eV

Last column: Mulliken charge in e.
Atoms and positions in Å:
C -0.1307 3.0144 -3.4993  -1.207
C -1.0920 3.1411 -2.1999  0.334
C -1.1065 4.5919 -1.5051  -1.018
C -1.8655 2.0218 -1.7888  -0.422
C -2.1049 1.5290 -0.2894  -0.511
C -0.8275 0.8566 0.4102  -0.703
C -0.8714 -0.7414 0.5095  1.060
C -2.1289 -1.3345 1.3108  -1.268
C -0.7899 -1.5023 -0.9083  -0.871
C 0.4291 -2.5349 -0.8550  -0.411
O 1.7307 -1.8983 -0.6488  -0.225
C 2.6986 -2.9354 -0.4684  0.574
O 3.1093 -3.5162 -1.5015  -0.545
O 3.2088 -3.3359 0.7923  -0.252
C 3.2215 -2.2587 1.7351  0.265
Cl 4.3236 -0.8246 1.5691  -0.171
C 2.3550 -2.3390 2.8534  0.397
C 2.2620 -1.2632 4.0291  -0.951
Cl 1.2663 -3.8320 2.9382  -0.183
H -0.2701 2.0329 -4.0593  0.325
H -0.4275 3.8715 -4.2191  0.329
H 0.9491 3.2323 -3.1918  0.293
H -0.6713 4.5247 -0.4508  0.251
H -2.1635 5.0328 -1.4606  0.265
H -0.4281 5.3329 -2.0769  0.338
H -2.4072 1.4395 -2.6266  0.344
H -3.0128 0.8168 -0.3131  0.203
H -2.4068 2.4340 0.3540  0.358
H 0.1626 1.1515 -0.1000  0.349
H -0.7448 1.2738 1.4848  0.333
H 0.0681 -1.0634 1.1058  -0.299
H -3.1462 -0.9976 0.9204  0.311
H -1.9789 -1.0999 2.4306  0.296
H -2.1133 -2.4905 1.2493  0.345
H -0.7648 -0.7987 -1.8077  0.268
H -1.7554 -2.1295 -1.0042  0.337
H 0.5138 -3.1550 -1.8185  0.389
H 0.2158 -3.2860 -0.0015  0.224
H 3.1513 -0.5338 4.0445  0.340
H 1.2842 -0.6527 3.9921  0.210
H 2.2582 -1.7741 5.0656  0.300

Atomic forces in eV per Å
-1.9 1.5 -0.1
-0.6 -1.2 -0.2
1.0 -0.6 0.3
0.9 1.3 -0.4
-0.9 1.1 -0.5
0.3 -0.3 0.4
0.0 -0.4 0.1
0.8 -0.5 0.6
0.2 -0.2 0.5
-1.5 -1.2 -0.7
1.1 -1.9 1.9
1.0 -1.5 -4.9
-1.4 1.9 4.6
-0.6 3.6 -0.7
-2.5 -0.6 2.9
-1.2 -2.0 -0.3
1.6 0.6 -1.5
-0.1 -0.4 0.5
1.3 2.1 0.0
0.4 1.2 1.0
0.6 -1.3 0.9
-1.5 -0.6 -0.3
-0.7 0.2 -1.3
1.5 -0.9 -0.1
-1.1 -1.3 0.8
1.8 0.2 1.3
1.5 1.0 0.2
0.3 -1.3 -0.9
-1.6 -0.4 0.5
-0.2 -0.7 -1.6
-1.4 0.6 -0.9
1.4 -0.3 0.6
-0.6 -0.1 -1.7
0.0 1.8 0.0
0.3 -0.9 1.3
1.6 0.8 -0.1
-0.2 1.0 1.3
0.4 1.3 -1.1
-1.4 -1.3 -0.4
1.5 -1.0 -0.3
0.0 0.5 -1.8



[3]
Below is a molecular structure, C13H21AuCl3GeIN4O3, with properties calculated with ωB97M-V/def2-TZVPD.

Results
ΔE to the lowest compared entry with this formula, charge and spin	10.4	kcal per mole
F_max	0.7	eV/A
net charge	+3
orbital gap (alpha / beta)	8.2 / 5.8	eV
electronic energy	-4842.769160	Ha
multiplicity	2
HOMO energy (alpha / beta)	-17.09 / -17.09	eV

Last column: Mulliken charge in e.
Atoms and positions in Å:
Au -0.4579 0.4880 -0.0892  1.222
C 1.3429 4.2093 1.5262  -1.263
C 0.4741 3.3827 0.6364  0.819
O 0.6591 2.1305 0.6041  -0.741
N -0.4553 4.0083 -0.0643  0.060
C -1.3800 3.3902 -1.0093  -1.673
C -2.5441 2.7243 -0.3193  1.326
C -3.7325 3.3906 -0.0743  -0.779
C -4.7483 2.7454 0.6180  -0.318
C -4.5524 1.4410 1.0452  -0.797
C -3.3471 0.8254 0.7656  -0.054
N -2.3767 1.4605 0.0977  -0.157
H 2.2441 3.6620 1.7882  0.325
H 0.7961 4.4220 2.4478  0.331
H 1.6085 5.1563 1.0591  0.426
H -0.5169 5.0109 0.0567  0.292
H -0.8300 2.6690 -1.6199  0.244
H -1.7383 4.1686 -1.6809  0.594
H -3.8643 4.4029 -0.4296  0.463
H -5.6796 3.2567 0.8200  0.460
H -5.3158 0.9028 1.5881  0.454
H -3.1440 -0.1914 1.0723  0.501
Cl 0.8010 -3.8512 -0.5265  -0.163
Ge 1.4610 -2.4915 0.9132  0.791
Cl 0.0960 -1.9114 2.4101  -0.212
Cl 3.3627 -2.8814 1.6993  -0.167
N -1.9978 -1.0878 -2.7645  -0.217
C -1.8771 -1.7833 -1.6549  0.854
O -1.1741 -1.3941 -0.6682  -0.563
C -2.5907 -3.0909 -1.5582  -1.344
I -1.7898 -4.4893 -2.9861  0.232
H -1.4924 -0.2276 -2.9085  0.165
H -2.5184 -1.4634 -3.5468  0.259
H -3.6444 -2.9635 -1.8000  0.574
H -2.4781 -3.5029 -0.5595  0.407
C 4.1000 -1.5326 -1.4017  -0.885
N 3.9228 -0.4613 -0.4117  0.242
C 5.1366 0.3184 -0.0821  -0.910
C 2.8202 -0.2123 0.1916  -0.219
O 1.7104 -0.9054 -0.0168  -0.227
H 4.5027 -1.0805 -2.3077  0.396
H 3.1537 -2.0208 -1.6131  0.267
H 4.8206 -2.2487 -1.0091  0.427
H 5.8432 0.2149 -0.9003  0.326
H 5.5759 -0.0834 0.8296  0.359
H 4.8797 1.3658 0.0488  0.390
H 2.7544 0.6350 0.8688  0.486

Atomic forces in eV per Å
-0.2 0.1 -0.2
0.1 0.0 0.0
0.0 0.2 0.1
0.0 -0.4 -0.1
0.0 0.0 -0.1
0.0 0.0 -0.1
0.0 0.2 0.0
0.1 -0.1 -0.1
0.0 0.0 0.0
0.1 0.0 0.0
-0.1 -0.1 0.0
0.1 0.0 0.0
0.0 0.0 0.0
0.0 0.0 0.0
0.0 0.0 0.0
0.0 0.0 0.0
0.0 0.0 0.0
0.0 0.0 0.1
0.0 0.0 0.0
0.0 0.0 0.0
0.0 0.0 0.0
0.0 0.0 0.0
0.2 0.0 0.2
-0.2 -0.5 0.4
0.0 -0.1 -0.2
0.0 -0.1 0.1
-0.1 0.2 0.0
0.2 0.0 -0.1
-0.3 0.1 0.1
0.2 -0.2 0.0
-0.2 0.1 0.1
0.0 0.0 0.0
0.0 0.0 0.0
0.0 0.0 0.0
0.0 0.0 -0.1
0.0 -0.1 0.0
-0.1 0.1 0.1
0.0 0.0 0.1
0.2 0.1 -0.4
0.2 0.4 -0.1
0.0 0.0 0.0
0.0 0.0 0.0
0.0 0.0 0.0
0.0 0.0 0.0
0.0 0.0 0.0
0.0 0.0 0.0
0.1 0.0 0.0